[1]
{
  "formula": "C27H33O2Zr",
  "method": "wB97M-V/def2-TZVPD",
  "e_lumo_ev": -3.44,
  "homo_energy_ev": -10.92,
  "charge": 1,
  "orbital_gap_ha": 0.2748,
  "multiplicity": 1,
  "e_above_lowest_ev": 0.000,
  "total_energy_ev": -33899.817,
  "species": ["O", "C", "C", "H", "H", "C", "H", "H", "C", "H", "H", "H", "C", "H", "H", "H", "Zr", "C", "C", "C", "H", "C", "C", "H", "H", "H", "H", "C", "C", "C", "H", "C", "C", "H", "H", "H", "H", "O", "C", "C", "H", "H", "C", "H", "H", "C", "H", "H", "H", "H", "C", "C", "C", "C", "C", "C", "C", "C", "H", "H", "H", "H", "H"],
  "xyz": [[-0.2533, 0.6674, -3.0054], [0.8469, 0.7922, -3.9962], [0.2817, 2.0713, -4.5546], [0.7455, -0.0854, -4.6006], [1.8461, 0.7625, -3.5538], [-0.9915, 1.7201, -3.7229], [0.2557, 2.1998, -5.6347], [0.8562, 2.8440, -4.0309], [-2.0753, 0.9868, -4.4860], [-1.6968, -0.0082, -4.7839], [-2.4320, 1.5880, -5.3379], [-2.8929, 0.7345, -3.8041], [-1.3784, 2.8604, -2.7996], [-0.4773, 3.3705, -2.4236], [-1.9679, 2.5435, -1.9324], [-1.9533, 3.5997, -3.3752], [0.3348, -0.7117, -0.9162], [1.0740, 1.0158, 0.6743], [2.2436, 0.2035, 0.5557], [2.7777, 0.3515, -0.7573], [2.6749, -0.3964, 1.3505], [2.0124, 1.3603, -1.4146], [0.9097, 1.7018, -0.5789], [0.1979, 2.4981, -0.7699], [0.5611, 1.2736, 1.6003], [3.6423, -0.1653, -1.1783], [2.3260, 1.8984, -2.3081], [-1.3893, -0.8544, 0.7472], [-1.6788, 0.3577, 0.0341], [-2.2224, -0.0072, -1.2419], [-1.7200, 1.3582, 0.4590], [-2.2709, -1.4315, -1.3254], [-1.7756, -1.9563, -0.0903], [-1.7313, -3.0096, 0.1951], [-1.0633, -0.9174, 1.7854], [-2.7415, 0.6698, -1.9071], [-2.7687, -1.9764, -2.1290], [0.1104, -1.7112, -5.0736], [-0.1160, -0.9417, -6.3255], [0.4774, -1.6495, -7.5426], [0.4595, 0.0028, -6.2266], [-1.1668, -0.6353, -6.4326], [1.4590, -2.6481, -6.9040], [1.0378, -0.9253, -8.1425], [-0.2591, -2.0728, -8.2414], [1.1849, -2.6366, -5.3904], [2.4802, -2.3333, -7.1609], [1.3427, -3.6506, -7.3189], [2.0545, -2.2820, -4.8311], [0.9682, -3.6443, -5.0199], [1.1328, -2.3205, 0.2481], [1.2314, -2.7343, 1.4206], [1.3251, -3.2144, 2.7476], [0.2823, -4.0006, 3.3013], [0.3693, -4.4357, 4.6256], [1.4874, -4.0944, 5.4098], [2.5152, -3.3010, 4.8680], [2.4430, -2.8652, 3.5433], [-0.5934, -4.2420, 2.6895], [-0.4299, -5.0519, 5.0565], [1.5656, -4.4595, 6.4429], [3.3805, -3.0329, 5.4859], [3.2315, -2.2374, 3.1160]],
  "forces_ev_per_angstrom": [[1.8319, -0.3275, 0.1294], [-0.1758, -1.2693, 0.0404], [0.4391, -0.2058, 1.0254], [0.3077, 0.1523, 0.0327], [-0.4234, 0.2189, -0.1938], [0.3309, 0.3234, -0.1919], [-0.1692, 0.0574, 0.1451], [-0.4793, 0.5136, -0.5999], [-0.3076, -0.0724, 0.1340], [-0.1478, 0.8728, -0.0454], [-0.0271, -0.3956, 0.2911], [-0.1710, 0.3916, -0.3251], [-0.2406, 0.2534, -0.0882], [-0.3749, -0.1972, -0.2362], [-0.0025, 0.0817, -0.2896], [0.0614, -0.1655, 0.1824], [-0.9214, 2.5063, -0.1146], [1.0492, 0.0942, -0.4252], [-0.4272, 0.1656, -0.0144], [-0.5534, 0.2046, 0.0481], [-0.2411, 0.0574, -0.3554], [-0.2561, 0.0215, 1.1117], [1.1406, 0.2447, 0.2692], [0.1774, -0.4044, 0.0860], [-0.0285, -0.4263, -0.3932], [-0.2516, 0.2499, 0.3204], [-0.3833, -0.4000, 0.3422], [-0.6035, -0.0439, -0.3797], [-1.1459, -0.7882, -0.4626], [-0.0398, -0.4746, 1.5102], [0.3491, -0.2908, -0.1974], [0.3469, 0.4316, 0.8151], [0.1154, 0.4521, -0.1669], [0.1333, 0.4895, -0.2280], [-0.0136, -0.0424, -0.4606], [0.5596, -0.1805, 0.0090], [0.5362, 0.0319, 0.2181], [-0.3876, -0.6300, -2.6397], [0.2196, 0.7534, 0.0778], [-0.0950, -0.0775, 0.1087], [-0.4398, -0.4571, -0.1329], [0.3728, -0.6128, 0.1170], [0.1630, -0.1476, -0.4516], [-0.1490, -0.0365, 0.1395], [0.1185, -0.2024, 0.6062], [0.3798, 0.1097, 0.3409], [-0.2102, -0.1617, 0.4041], [-0.0712, 0.0739, 0.0969], [0.1970, -0.0453, -0.0761], [-0.3559, 0.2934, 0.0171], [0.3135, -1.3280, 2.0754], [-0.1352, 0.4077, -2.6933], [0.0238, -0.2497, 1.0847], [0.3398, 0.2574, 0.1737], [0.2747, 0.0657, 0.0700], [0.0045, 0.0611, -0.3624], [-0.1777, -0.1804, 0.0208], [-0.4174, -0.1698, 0.1456], [0.4119, 0.0451, 0.2270], [0.3803, 0.3118, -0.2280], [-0.0736, 0.2365, -0.5339], [-0.4043, -0.1253, -0.2922], [-0.2766, -0.3221, 0.1622]],
  "mulliken_charge": [-0.43, 1.30, -0.61, -1.98, 0.73, 1.05, 0.41, 0.32, -0.82, -0.02, 0.40, 0.28, -1.66, 0.44, 0.19, 0.48, 0.86, -0.76, -0.32, -1.46, 0.54, -0.05, -0.41, 0.47, 0.55, 0.45, 0.92, -0.62, -0.71, -0.13, 0.55, -1.31, -0.25, 0.46, 0.52, 1.05, 0.49, -0.45, -0.21, -0.70, 0.16, 0.51, -0.59, 0.27, 0.32, -0.48, 0.27, 0.30, 0.22, 0.39, -0.91, 0.95, 0.49, -0.39, -0.54, -0.38, -0.60, -0.42, 0.36, 0.38, 0.37, 0.37, 0.38]
}

---

[2]
{
  "formula": "ClH3O3P",
  "method": "wB97M-V/def2-TZVPD",
  "e_lumo_ev": [-3.83, -8.32],
  "homo_energy_ev": [-15.17, -16.22],
  "charge": 1,
  "orbital_gap_ha": [0.4166, 0.2906],
  "multiplicity": 3,
  "e_above_lowest_ev": 0.000,
  "total_energy_ev": -27993.454,
  "species": ["O", "O", "O", "P", "Cl", "H", "H", "H"],
  "xyz": [[0.8222, -1.2086, -0.4089], [0.4595, 1.4368, -0.1187], [0.2312, -0.1132, 1.8021], [0.0188, -0.0183, 0.2344], [-2.2299, 0.2805, -2.2114], [0.6002, -1.7466, -1.1722], [-0.0310, 2.2884, -0.4092], [0.1291, -0.9190, 2.2839]],
  "forces_ev_per_angstrom": [[0.4532, 1.1261, 1.0772], [-0.1518, 0.7581, -0.4679], [0.2997, 1.6269, -1.8038], [-0.8539, -0.0073, 0.5688], [0.0285, -0.0132, 0.0057], [-0.3803, 0.1227, -0.5041], [0.7239, -2.3023, 0.6688], [-0.1194, -1.3109, 0.4554]],
  "mulliken_charge": [-0.37, -0.38, -0.38, 0.85, 0.03, 0.42, 0.45, 0.37]
}

---

[3]
{
  "formula": "C3H9N2S",
  "method": "wB97M-V/def2-TZVPD",
  "smiles": "NCNCC[S-]",
  "e_lumo_ev": 4.29,
  "homo_energy_ev": -2.37,
  "charge": -1,
  "orbital_gap_ha": 0.2447,
  "multiplicity": 1,
  "e_above_lowest_ev": 1.165,
  "total_energy_ev": -17072.361,
  "species": ["N", "C", "N", "C", "C", "S", "H", "H", "H", "H", "H", "H", "H", "H", "H"],
  "xyz": [[-1.0208, 0.3496, 2.3954], [-1.0337, 0.0495, 0.9018], [0.1775, 0.7156, 0.3251], [1.0806, -0.1830, -0.5514], [0.6741, -0.4893, -1.9594], [-1.0071, -1.1704, -2.1407], [-0.9265, 1.3399, 2.5689], [-0.2374, -0.1721, 2.7589], [-1.9947, 0.4790, 0.5895], [-0.9178, -1.0166, 0.8213], [-0.1705, 1.4310, -0.3033], [1.9702, 0.5021, -0.4308], [1.3283, -1.0516, 0.0960], [0.6944, 0.3711, -2.6398], [1.3834, -1.1551, -2.4316]],
  "forces_ev_per_angstrom": [[-0.8471, -1.1972, -0.8239], [1.2273, 1.9563, 2.1211], [-0.9769, -1.5097, -1.2838], [0.6683, 2.2221, 2.5074], [-0.7676, 0.0670, -0.7960], [-0.1720, -0.2808, 0.0443], [0.4072, -0.0286, -0.1135], [0.2737, 0.4587, 0.3419], [0.4389, -0.5801, -0.6314], [-0.5317, -0.2884, -0.3991], [0.0799, 0.0980, -0.1275], [-0.0813, -1.0078, -0.9265], [-0.3953, 0.1374, -0.6663], [0.2234, 0.4323, 0.5584], [0.4532, -0.4792, 0.1949]],
  "mulliken_charge": [-0.70, -0.36, -0.42, -0.74, -0.56, -0.68, 0.24, 0.24, 0.29, 0.35, 0.23, 0.31, 0.33, 0.20, 0.28]
}

---

[4]
{
  "formula": "C2H3N3",
  "method": "wB97M-V/def2-TZVPD",
  "e_lumo_ev": 0.40,
  "homo_energy_ev": -8.98,
  "orbital_gap_ha": 0.3447,
  "multiplicity": 1,
  "e_above_lowest_ev": 3.677,
  "total_energy_ev": -6588.899,
  "species": ["N", "N", "C", "C", "N", "H", "H", "H"],
  "xyz": [[-0.4392, 0.8055, -0.5236], [-0.4664, 0.7665, 0.7813], [0.2382, -0.3030, 1.1291], [0.8570, -0.9548, 0.0270], [0.4433, -0.1690, -1.0229], [-0.7020, 1.6479, -1.0199], [0.2526, -0.6491, 2.1492], [0.0317, -0.9923, -1.4828]],
  "forces_ev_per_angstrom": [[-0.1531, -0.2943, 0.0539], [0.0896, -0.2326, -0.2231], [0.1289, 0.0549, 0.3358], [0.0696, 0.1914, 0.5471], [-0.1234, -0.5141, 0.5216], [0.2029, -0.2150, -0.0079], [0.0863, 0.3058, 0.0961], [-0.3007, 0.7039, -1.3234]],
  "mulliken_charge": [0.03, -0.38, -0.09, -0.43, -0.16, 0.25, 0.42, 0.36]
}